Entry 1:
Molecular formula: C33H46NP3W
Method: DFT, wB97M-V/def2-TZVPD

Geometry as XYZ:
```
84
C33H46NP3W | OMol25 | wB97M-V/def2-TZVPD
H 0.3469 -0.2287 -3.1633
H 1.2060 -2.2161 1.7220
C -3.6292 -0.8572 4.5086
H 2.2205 2.5098 -5.2039
C -1.9114 -0.8920 -1.9593
H 1.0645 2.1510 -0.2399
C -0.4722 4.6708 5.2291
H -0.3313 5.3938 3.1938
C -0.4309 2.2711 5.5125
P 0.1422 1.3509 -4.7237
C 1.9026 -0.4367 5.3444
H 1.1253 3.4802 -4.1568
C 1.6855 0.6958 -1.7492
H -1.2315 -2.7395 -1.0034
C 0.5541 -1.6345 -1.5946
C 1.1788 2.8180 -5.0334
H -1.3008 1.8864 -0.2571
C 4.0374 -0.3604 3.5398
W 0.0070 -0.4811 0.2278
H -0.0122 0.9586 -7.0655
H 5.2374 -1.1228 5.1733
C -1.2524 -0.5620 4.1471
H 1.0719 -0.4672 6.0540
H -1.1200 -4.2945 -4.4463
H -2.7798 0.7274 3.3012
C -0.3457 4.5164 3.8430
C 0.6713 1.3989 -0.9219
H -2.1893 -1.2309 -2.9816
H 2.1048 1.3599 -2.5340
H -0.1377 -1.6518 -7.0366
C 1.1359 -0.5646 -2.4531
C -0.5235 3.5489 6.0648
H -0.5015 1.3936 6.1586
H 0.8072 3.3595 -5.9160
H 1.6576 -3.3266 -4.2108
H 1.2112 -2.4735 -1.3505
H -1.5597 -0.8179 -6.3844
H 0.1820 -3.1913 0.5994
C -0.2478 2.1189 4.1236
H -2.5169 1.1703 -2.1124
H 0.0345 -2.1005 4.9751
H -1.8356 -3.3246 6.0497
H -1.0936 0.8065 -3.0022
C 4.2458 -0.7983 4.8532
H -0.6325 3.6607 7.1452
H -2.2901 1.2201 -5.0417
H 1.9293 -0.9732 -3.0990
H -1.7945 2.7114 -4.1686
H -1.5640 2.5957 -5.9376
C -0.7450 1.2389 -0.9403
C -0.4846 -0.9967 -6.2248
H -0.5623 -2.2853 1.9785
H -4.1819 -2.5144 5.7825
H 1.3979 0.1378 -6.3744
H 3.3400 -1.1140 6.7974
C -2.5790 -0.1521 3.9235
C -1.2178 -3.5230 -5.2228
C -1.5470 2.0317 -4.9971
C 2.7735 0.0612 3.1328
C -1.5662 0.6182 -2.0240
H -2.2811 -3.2964 -5.3844
C 0.2325 -2.3005 1.2235
C 1.6825 -0.0314 4.0151
C 0.3193 0.3128 -6.2406
C -0.8682 -1.7833 -1.3842
C -2.0475 -2.4362 5.4545
C 3.1824 -0.8097 5.7616
N -0.0275 0.3862 1.8365
H -0.1311 3.1056 2.2026
H -0.7790 -3.8990 -6.1597
H -4.6545 -0.5195 4.3639
H -2.8472 -0.9886 -1.3811
H 2.0957 -1.7586 -4.9748
P -0.3378 -2.0132 -4.6510
H 4.8692 -0.3362 2.8339
H 2.6242 0.4664 2.1236
P 0.0466 0.4733 3.4795
H 1.4196 -3.0844 -5.9625
C -0.9899 -1.7395 4.8647
C -3.3615 -1.9876 5.2927
C 1.3833 -2.5947 -4.9806
H 2.5513 0.3941 -1.1316
C -0.2303 3.2412 3.2814
H -0.5343 5.6680 5.6657
```

Energy relative to the best compared isomer or geometry (same formula, charge and spin) = 0.0 kcal per mole
Charge = +2
Molar mass = 733.50 g mol⁻¹
Frontier orbital gap (spin up / spin down) = 0.2406 / 0.1582 Ha
2S+1 = 3
E = -66129.6267 eV

Mulliken charges in e: -2.34, 0.41, -0.70, 0.44, -1.17, 0.58, -0.51, 0.42, -0.51, 1.44, -0.37, 0.40, -1.28, 0.63, -0.60, -1.23, 0.59, -0.72, 0.12, 0.61, 0.41, 0.36, 0.39, 0.38, 0.40, -0.61, -0.58, 0.46, 0.59, 0.63, 1.34, -0.68, 0.28, 0.46, 0.41, 0.48, 0.42, 0.65, 0.70, 0.94, 0.63, 0.43, -1.94, -0.56, 0.42, 0.43, 0.53, 0.43, 0.49, -0.74, -1.40, 0.28, 0.41, 0.45, 0.42, -0.74, -1.24, -1.45, -0.24, 1.24, 0.39, -1.48, 0.92, -1.08, -0.23, -0.81, -0.84, 0.52, 0.17, 0.43, 0.44, 0.46, 0.40, 1.33, 0.42, 0.36, 0.21, 0.48, -0.07, -0.48, -1.68, 0.42, -0.15, 0.39

Entry 2:
Molecular formula: C33H47CeN6OSSi
Method: DFT, wB97M-V/def2-TZVPD

Geometry as XYZ:
```
90
C33H47CeN6OSSi | OMol25 | wB97M-V/def2-TZVPD
H 2.1663 1.0846 4.0231
C -3.1282 1.9839 -1.2312
H -0.8588 -2.5735 2.5058
C -1.2117 0.8611 3.2151
H -3.6992 2.7606 -0.7167
H -5.5949 0.1050 -0.8407
N 0.2491 0.5455 -1.7711
H -4.3171 3.0118 3.8732
H 2.5221 -1.2807 -1.4942
C 2.3844 -0.2504 5.6951
H -1.7641 -1.6155 -1.1077
H 3.9805 -2.6746 0.0126
H -0.7134 0.8634 -1.9232
N 2.2950 -2.0883 1.1759
H 0.5430 -2.3181 -2.2788
C -0.4958 -0.9462 -6.8308
C 1.5263 4.9840 -3.3611
H 1.7225 1.4194 -5.8389
H 3.7778 -0.1366 -0.0912
N 0.8743 -2.5575 -1.3493
C 0.6129 -3.8290 1.8429
C 1.7666 0.2219 4.5443
H -0.9312 -1.8232 4.5012
H 4.2503 -1.6402 1.8884
C 0.6481 -1.8902 5.9592
N -2.0096 0.2861 0.9835
H -3.4722 -1.8344 -1.4391
H 2.2953 -1.6572 7.3113
C 0.4809 0.0377 -6.9188
C -3.4368 2.4068 3.7008
H -1.7578 -2.0896 -5.5237
C 1.8293 -1.3072 6.4002
C -0.4935 -0.7398 -4.4392
C -2.4858 2.2586 4.6959
C -1.3636 1.4893 4.4391
H 4.2645 0.7022 1.3730
H 2.9298 -0.8573 2.7474
H -3.5631 1.8763 -2.2278
N -0.5270 -2.9118 1.6055
H -2.1088 2.3648 -1.3349
H 0.0613 6.4226 -3.9700
H 0.7710 -4.4208 0.9407
C 1.8755 -3.0594 2.2131
C -0.7233 4.4290 -4.0290
H 2.2981 5.7237 -3.1974
C 0.0271 -1.4214 4.8122
H 0.4045 -4.5321 2.6520
H -1.6987 4.7397 -4.3783
H -1.2256 2.3430 -4.0284
C 0.7966 2.7094 -3.3779
H 0.1984 -2.6988 6.5197
H -2.6046 2.7353 5.6581
Ce 0.0657 -0.6331 0.3908
H 2.7764 3.3212 -2.8087
C -2.6767 -1.0884 -1.4185
H 2.3032 1.6510 0.2193
H 1.6797 -2.5126 3.1356
H -2.5590 -0.7384 -2.4448
H -1.3043 -3.4451 1.2275
S 1.1543 0.9836 -3.0315
C -0.9867 -1.3338 -5.5927
C 0.9713 0.6415 -5.7718
C -2.1628 0.9688 2.1885
H 0.6958 -3.5525 -1.2500
H -4.0135 1.9235 1.7077
C 2.3373 -2.3449 -1.3224
Si -3.2134 0.3564 -0.2592
H 2.7024 -3.8664 0.1160
H 2.6784 -3.7767 2.4188
C -5.0236 -0.0402 0.0792
H 3.2874 0.2271 6.0514
H -0.8802 -1.4087 -7.7298
O -0.0232 0.0945 2.9374
H -5.4813 0.5828 0.8474
H -0.6089 1.3829 5.2052
N 2.1908 0.8655 0.8522
C 0.2691 5.3751 -3.7986
C 0.5988 -0.3759 4.1020
C -0.4618 3.0848 -3.8256
C 3.2792 -1.1495 1.7589
C 3.4648 0.1094 0.9240
C 0.4714 0.2460 -4.5395
C -3.2683 1.7837 2.4801
H 0.8612 0.3374 -7.8858
H -0.8900 -1.0079 -3.4701
C 2.8943 -2.7961 0.0185
H 2.0097 1.2735 1.7658
H 2.8451 -2.9103 -2.1075
C 1.7970 3.6408 -3.1438
H -5.1462 -1.0812 0.3841
```

Energy relative to the best compared isomer or geometry (same formula, charge and spin) = 8.1 kcal per mole
Charge = +2
Molar mass = 744.05 g mol⁻¹
Frontier orbital gap (spin up / spin down) = 0.2895 / 0.2899 Ha
2S+1 = 2
E = -77604.9949 eV

Mulliken charges in e: 0.48, -1.05, 0.00, 0.85, 0.45, 0.40, 0.56, 0.44, -0.18, -0.74, 0.10, 0.38, -0.52, 1.00, 0.00, -0.57, -0.63, 0.49, 0.33, -0.39, -1.04, -0.17, 0.52, 0.50, -1.03, 0.51, 0.62, 0.45, -0.68, -1.22, 0.48, -0.70, 0.53, -0.94, -0.84, 0.58, 0.10, 0.42, -0.15, 0.25, 0.42, 0.36, -0.35, -0.80, 0.43, 0.14, 0.58, 0.45, 0.50, 0.63, 0.47, 0.46, 0.51, 0.44, -0.80, 0.30, 0.05, 0.16, 0.35, -0.05, -0.82, -0.54, 0.41, 0.31, 0.32, -0.09, -0.21, 0.46, 0.37, -1.24, 0.49, 0.41, 0.49, 0.41, 0.46, -0.11, -0.49, 0.00, -0.30, -0.63, -1.02, 0.53, -0.56, 0.43, -0.30, -1.42, 0.10, 0.74, -0.42, 0.35